Computed, not measured: a cluster of 2 separate species, C10H14O8S in total, with ωB97M-V/def2-TZVPD.

The strongest force on any atom is 0.18 eV/A. The net charge is 0. Its molar mass is 294.3 Da. The value obtained for the HOMO energy is -9.88 eV. The value obtained for the LUMO energy is -1.6 eV. The value obtained for the relative energy (zero: lowest compared OMol25 entry of this formula, charge and spin) is 52.6 kcal/mol.

Each atom is followed by the atoms it is bonded to, with distances in Å.
Cartesian coordinates (Å):
1 C -0.32281 0.28059 -0.71940  C2 1.540, H10 1.089, H11 1.090, H12 1.093
2 C -1.52717 0.62753 -1.61382  C1 1.540, C3 1.529, H13 1.093, H14 1.090
3 C -1.16384 1.51217 -2.80696  C2 1.529, C4 1.516, H15 1.092, H16 1.093
4 C -0.41083 0.73221 -3.86648  C3 1.516, O5 1.434, H17 1.094, H18 1.092
5 O -0.34952 1.57120 -5.02782  C4 1.434, O6 1.429
6 O 0.85395 1.31009 -5.75312  O5 1.429, S7 1.649
7 S 0.63703 0.25305 -6.99984  O6 1.649, O8 1.436, O9 1.631
8 O -0.66290 0.45431 -7.57689  S7 1.436
9 O 0.45547 -1.12081 -6.14071  S7 1.631, H19 0.968
10 H -0.40951 0.75264 0.25805  C1 1.089
11 H -0.23677 -0.79259 -0.55211  C1 1.090
12 H 0.61286 0.62526 -1.16814  C1 1.093
13 H -1.97551 -0.29319 -1.99716  C2 1.093
14 H -2.29004 1.13357 -1.02241  C2 1.090
15 H -2.06159 1.94023 -3.25741  C3 1.092
16 H -0.53442 2.34036 -2.47011  C3 1.093
17 H -0.92681 -0.19899 -4.11893  C4 1.094
18 H 0.60523 0.49190 -3.54797  C4 1.092
19 H 1.32987 -1.45598 -5.89623  O9 0.968
20 C 1.20602 -0.62763 3.25720  C21 1.341, C26 1.445, H30 1.081
21 C 1.98876 -0.72747 4.34174  C20 1.341, C22 1.517, O29 1.321
22 C 1.42443 -0.83630 5.74557  C21 1.517, O23 1.218, C24 1.445
23 O 2.23914 -0.93033 6.64568  C22 1.218
24 C -0.00956 -0.82182 5.92565  C22 1.445, C25 1.341, H31 1.081
25 C -0.79178 -0.72010 4.84126  C24 1.341, C26 1.516, O28 1.322
26 C -0.22740 -0.62169 3.43776  C20 1.445, C25 1.516, O27 1.218
27 O -1.03994 -0.54123 2.53332  C26 1.218
28 O -2.11312 -0.69687 4.87875  C25 1.322, H32 0.978
29 O 3.30958 -0.74356 4.30470  C21 1.321, H33 0.979
30 H 1.60031 -0.55122 2.25376  C20 1.081
31 H -0.40462 -0.89410 6.92883  C24 1.081
32 H -2.40729 -0.62248 3.94870  O28 0.978
33 H 3.60279 -0.82872 5.23454  O29 0.979

natural (NBO) atomic charge list, values in e, 8 entries: -0.619, -0.399, -0.416, -0.085, -0.250, -0.469, 1.712, -0.899